Computed, not measured: 12 unconnected molecules or ions with the total composition C39H103NO33S11, with ωB97M-V/def2-TZVPD.

Calculated values
Largest force on an atom   4.5 eV/Å
Highest occupied orbital energy   -0.299 hartree
SMILES   CCOS(C)(=O)=O.CCOS(C)(=O)=O.CCOS(C)(=O)=O.CCOS(C)(=O)=O.CCOS(C)(=O)=O.CCOS(C)(=O)=O.CCOS(C)(=O)=O.CCOS(C)(=O)=O.CCOS(C)(=O)=O.CCOS(C)(=O)=O.CCOS(C)(=O)=O.CCN(CC)CC
Total charge   0
Energy above the lowest of the compared OMol25 structures with the same formula, charge and spin   7.848 eV

Last column: Löwdin charge in e.
Geometry (Å):
C -7.3565 2.5352 4.8725  -0.09
C -6.7693 2.1399 3.5064  -0.28
N -7.2775 0.8743 3.0462  -0.20
C -6.5974 -0.2097 3.7327  -0.29
C -7.5951 -1.3402 3.9742  -0.08
C -7.1641 0.6522 1.5302  -0.21
C -8.2388 1.3391 0.6417  -0.08
H -8.4330 2.3677 4.9075  0.08
H -7.1240 3.5793 5.0818  0.07
H -6.9520 2.0208 5.7441  0.06
H -7.1194 2.9283 2.8400  0.11
H -5.6803 2.1332 3.4607  0.11
H -5.7679 -0.6410 3.1724  0.11
H -6.1620 0.1661 4.6586  0.11
H -7.1305 -2.1200 4.5777  0.07
H -8.4490 -0.9205 4.5059  0.07
H -7.9041 -1.7617 3.0177  0.06
H -7.1005 -0.4174 1.3303  0.10
H -6.1544 0.9677 1.2675  0.10
H -9.2592 1.1720 0.9867  0.07
H -8.1618 0.9464 -0.3722  0.07
H -8.1098 2.4186 0.7200  0.06
O 8.8051 3.7626 4.9851  -0.32
S 7.3625 4.0589 5.0984  0.68
O 6.5452 3.3352 6.0636  -0.30
O 7.0663 5.6592 5.3828  -0.27
C 8.0517 6.5982 4.9537  -0.29
C 7.4649 8.0072 5.0485  -0.06
C 6.6339 3.8859 3.3697  -0.09
H 8.4167 6.3249 3.9637  0.11
H 8.9405 6.5005 5.5771  0.12
H 8.2239 8.6633 4.6226  0.08
H 7.3616 8.2047 6.1155  0.08
H 6.4843 8.1556 4.5963  0.08
H 5.6581 4.3667 3.4389  0.06
H 6.5500 2.8355 3.0908  0.06
H 7.2676 4.3834 2.6356  0.06
O -3.9065 -8.5001 6.6468  -0.29
S -2.6781 -7.9004 7.1746  0.70
O -1.4156 -7.9269 6.4321  -0.31
O -2.9090 -6.3193 7.6575  -0.26
C -1.8253 -5.5647 8.0853  -0.32
C -2.0740 -5.0776 9.5290  -0.05
C -2.2858 -8.7199 8.7750  -0.11
H -1.6851 -4.7582 7.3655  0.12
H -0.8766 -6.0989 8.0330  0.11
H -3.0492 -4.5929 9.5735  0.08
H -1.3153 -4.3248 9.7428  0.08
H -2.0293 -5.9090 10.2325  0.07
H -3.1162 -8.8713 9.4646  0.07
H -1.5567 -8.0757 9.2666  0.05
H -1.8116 -9.6809 8.5762  0.07
O 1.0431 4.8929 -8.5313  -0.32
S 0.8979 4.7688 -10.0248  0.72
O -0.1739 3.9548 -10.6063  -0.31
O 0.7724 6.3447 -10.6058  -0.26
C 0.6490 6.4812 -12.0124  -0.32
C -0.0375 7.7921 -12.4334  -0.05
C 2.5277 4.3426 -10.7741  -0.10
H 0.1543 5.5857 -12.3886  0.10
H 1.5681 6.3646 -12.5868  0.11
H -0.1623 7.8323 -13.5155  0.08
H 0.5270 8.6301 -12.0244  0.08
H -1.0223 7.8845 -11.9756  0.08
H 2.3908 4.4296 -11.8520  0.06
H 2.9638 3.4280 -10.3722  0.08
H 3.0701 5.2176 -10.4159  0.07
O -6.8262 -3.8274 -7.3022  -0.29
S -6.4463 -3.7916 -8.6981  0.68
O -5.3058 -4.5620 -9.2040  -0.31
O -7.8069 -4.1694 -9.5942  -0.28
C -7.8085 -3.9798 -11.0019  -0.29
C -8.8251 -4.9430 -11.5923  -0.06
C -6.1614 -1.9955 -9.1227  -0.10
H -6.8222 -4.2765 -11.3585  0.12
H -8.0160 -2.9238 -11.1748  0.12
H -8.6761 -5.9516 -11.2068  0.08
H -8.6893 -4.9655 -12.6736  0.08
H -9.8788 -4.7290 -11.4132  0.08
H -5.3771 -1.6544 -8.4470  0.07
H -7.0830 -1.4486 -8.9235  0.07
H -5.9519 -1.8797 -10.1861  0.06
O 3.2423 10.3211 0.1506  -0.29
S 2.3551 9.1869 0.0515  0.69
O 2.8458 7.8088 0.3319  -0.32
O 0.9685 9.5200 0.9164  -0.27
C 0.1604 8.4628 1.3664  -0.29
C -1.3420 8.8566 1.5372  -0.06
C 1.5724 9.2348 -1.6433  -0.10
H 0.5447 8.0925 2.3168  0.12
H 0.0874 7.7010 0.5902  0.11
H -1.4056 9.4370 2.4576  0.07
H -1.9539 7.9683 1.6941  0.08
H -1.7810 9.4078 0.7056  0.08
H 0.8450 10.0388 -1.7557  0.07
H 1.1047 8.2542 -1.7309  0.05
H 2.3719 9.2344 -2.3843  0.06
O 4.4758 -12.0103 6.9815  -0.30
S 5.2570 -10.7617 6.9584  0.66
O 4.7536 -9.5774 7.6677  -0.30
O 6.7142 -11.0274 7.5992  -0.26
C 7.6271 -11.8151 6.8795  -0.32
C 8.7884 -12.2777 7.7711  -0.04
C 5.6599 -10.3350 5.2206  -0.11
H 8.0373 -11.1508 6.1189  0.11
H 7.1053 -12.6417 6.3972  0.12
H 8.3646 -12.8959 8.5626  0.08
H 9.1469 -11.3040 8.1048  0.08
H 9.5285 -12.8612 7.2235  0.08
H 6.1322 -11.2357 4.8286  0.05
H 6.3849 -9.5250 5.1401  0.08
H 4.7159 -10.2085 4.6906  0.08
O 6.8608 -1.5618 -5.3706  -0.31
S 7.9887 -1.6231 -4.4303  0.66
O 8.0720 -0.7677 -3.2845  -0.27
O 8.1747 -3.1949 -4.0151  -0.27
C 7.1000 -3.7283 -3.2918  -0.29
C 7.6323 -4.7759 -2.2549  -0.05
C 9.5224 -1.5255 -5.5212  -0.09
H 6.3430 -4.1483 -3.9540  0.12
H 6.6000 -2.9282 -2.7461  0.11
H 8.3712 -4.3771 -1.5599  0.08
H 7.9635 -5.6563 -2.8056  0.07
H 6.8261 -5.1572 -1.6282  0.07
H 9.4206 -0.5822 -6.0580  0.06
H 9.5107 -2.3235 -6.2636  0.06
H 10.3840 -1.6720 -4.8700  0.06
O -0.7351 -1.4523 -0.0680  -0.31
S 0.4585 -0.6527 -0.3921  0.69
O 0.4293 0.8031 -0.4893  -0.29
O 1.7437 -1.1811 0.5481  -0.25
C 1.7628 -2.5752 0.8649  -0.32
C 2.7624 -2.8177 1.9499  -0.08
C 1.0378 -1.2226 -2.0449  -0.11
H 1.9832 -3.2247 0.0178  0.12
H 0.8456 -2.9327 1.3329  0.12
H 2.6992 -3.7956 2.4272  0.09
H 2.3817 -2.1799 2.7476  0.08
H 3.7830 -2.5269 1.7009  0.08
H 1.1947 -2.3013 -2.0440  0.06
H 1.9922 -0.7165 -2.1899  0.06
H 0.3241 -0.8178 -2.7624  0.07
O -5.9597 10.7404 -5.1858  -0.30
S -4.6591 10.0499 -5.1485  0.69
O -3.6311 10.3422 -4.1021  -0.33
O -4.9395 8.4346 -5.1093  -0.27
C -3.8061 7.5454 -4.9879  -0.27
C -4.3164 6.1487 -5.3375  -0.07
C -3.8973 10.2349 -6.7942  -0.11
H -3.4464 7.6614 -3.9656  0.11
H -2.9055 7.6825 -5.5865  0.11
H -5.0608 5.6881 -4.6880  0.08
H -3.5276 5.3980 -5.2894  0.08
H -4.7094 6.1547 -6.3542  0.08
H -4.6518 9.8880 -7.5002  0.07
H -2.9782 9.6541 -6.8729  0.06
H -3.6616 11.2946 -6.8914  0.07
O -1.0635 7.0306 8.2844  -0.31
S 0.1514 6.4050 8.8138  0.71
O 0.1426 5.7806 10.1243  -0.29
O 0.4972 5.2161 7.6248  -0.29
C -0.1277 3.9880 7.7812  -0.32
C 0.2890 3.2917 6.4836  -0.06
C 1.6175 7.5083 8.5755  -0.10
H -1.2037 4.0976 7.9170  0.12
H 0.2759 3.5050 8.6710  0.11
H 0.1366 3.9023 5.5937  0.08
H -0.1848 2.3265 6.3049  0.08
H 1.3682 3.1441 6.5237  0.08
H 2.4958 6.9575 8.9123  0.07
H 1.4850 8.3740 9.2243  0.07
H 1.7845 7.8610 7.5577  0.07
O 0.3662 -8.2383 -2.2607  -0.33
S -0.1344 -9.4886 -1.6437  0.73
O 0.6511 -10.2551 -0.6708  -0.30
O -1.6952 -9.1327 -0.9833  -0.27
C -2.2659 -7.8630 -1.3225  -0.29
C -3.3530 -7.4162 -0.3024  -0.06
C -0.6732 -10.6635 -2.9684  -0.11
H -2.7896 -7.9379 -2.2755  0.11
H -1.5380 -7.0517 -1.3159  0.11
H -2.9292 -6.8863 0.5507  0.07
H -3.8174 -8.3334 0.0598  0.07
H -4.0863 -6.7729 -0.7887  0.08
H 0.2311 -11.0036 -3.4731  0.06
H -1.3102 -10.1779 -3.7077  0.07
H -1.1941 -11.4694 -2.4515  0.07


Computed, not measured: a molecular structure, C4H10O2, with ωB97M-V/def2-TZVPD.

Calculated values
Largest force on an atom   0.4 eV/Å
Highest occupied orbital energy   -0.283 hartree
Total charge   0
Energy above the lowest of the compared OMol25 structures with the same formula, charge and spin   4.659 eV

Last column: natural (NBO) charge in e.
Geometry (Å):
C 1.6956 1.2591 0.0163  -0.25
O 0.8959 0.2427 0.6182  -0.55
C 0.4217 -0.6655 -0.2811  0.06
C -0.1469 -1.8424 0.4531  -0.69
C -1.4894 0.3379 -0.6024  -0.12
O -1.3523 1.4078 0.2422  -0.70
H 2.4930 0.8014 -0.5732  0.19
H 1.0798 1.8971 -0.6270  0.19
H 2.1131 1.8582 0.8281  0.19
H -0.3129 -0.1604 -1.0851  0.22
H 0.7251 -2.4040 0.8015  0.24
H -0.7261 -2.4853 -0.2174  0.22
H -0.7698 -1.5964 1.3298  0.19
H -1.7870 0.6789 -1.5973  0.18
H -2.1271 -0.4762 -0.2429  0.16
H -0.7126 1.1470 0.9371  0.48